[1]
{"formula": "C3H11N3O", "method": "ωB97M-V with the def2-TZVPD basis set", "orbital_gap_ev": 7.95, "e_above_lowest_kcal_mol": 109.0, "homo_energy_ev": -7.269, "smiles": "C=CNN.CON", "species": ["C", "N", "O", "H", "H", "H", "H", "H", "N", "N", "C", "C", "H", "H", "H", "H", "H", "H"], "xyz": [[2.161, -0.814, 1.150], [1.992, 1.148, -0.285], [1.909, -0.386, -0.171], [2.987, 1.378, -0.216], [1.736, 1.295, -1.260], [1.421, -0.388, 1.836], [3.169, -0.530, 1.479], [2.060, -1.899, 1.142], [-0.882, -0.126, -0.004], [-1.073, 1.259, 0.107], [-1.918, -0.874, -0.511], [-3.178, -0.465, -0.675], [0.120, -0.451, -0.243], [-0.256, 1.648, 0.563], [-1.186, 1.714, -0.801], [-1.638, -1.905, -0.688], [-3.954, -1.158, -0.947], [-3.470, 0.552, -0.477]], "forces_ev_per_a": [[0.0, 0.6, 0.4], [0.0, -1.9, 0.8], [0.7, 2.0, -1.0], [-0.1, -0.4, -0.1], [0.0, -0.3, 0.1], [0.1, -0.1, 0.0], [-0.1, -0.1, -0.1], [0.1, 0.0, -0.1], [2.1, -1.0, -0.6], [-0.2, 0.4, 0.2], [-0.1, 0.1, 0.5], [-0.1, 0.1, -0.1], [-2.3, 0.8, 0.2], [-0.2, -0.1, -0.1], [0.1, -0.2, 0.0], [0.0, 0.0, 0.0], [0.0, -0.2, -0.2], [0.0, 0.1, 0.1]], "lowdin_charge": [-0.13, 0.07, -0.29, 0.08, 0.08, 0.08, 0.08, 0.09, -0.14, 0.00, -0.27, -0.04, 0.10, 0.05, 0.08, 0.10, 0.03, 0.03]}

[2]
{"formula": "C3H11N3O2", "method": "ωB97M-V with the def2-TZVPD basis set", "orbital_gap_ev": 9.46, "e_above_lowest_kcal_mol": 13.8, "homo_energy_ev": -9.010, "species": ["C", "N", "C", "N", "H", "H", "H", "H", "H", "H", "H", "H", "H", "N", "C", "O", "O", "H", "H"], "xyz": [[-0.033, -2.343, -0.274], [0.264, -3.154, -1.454], [1.104, -1.361, -0.040], [0.803, -0.514, 1.151], [-0.109, -3.007, 0.589], [-0.973, -1.790, -0.357], [-0.346, -3.946, -1.462], [0.089, -2.634, -2.308], [1.234, -0.675, -0.873], [2.023, -1.926, 0.117], [1.474, 0.250, 1.187], [-0.242, 0.020, 0.879], [0.828, -1.037, 2.024], [0.121, 2.513, 1.098], [-0.640, 1.980, 0.011], [-0.768, 2.632, -1.000], [-1.121, 0.793, 0.255], [0.359, 3.485, 0.962], [-0.257, 2.283, 2.002]], "forces_ev_per_a": [[0.0, 0.2, -0.3], [0.3, 0.4, 0.1], [0.0, -0.3, 0.5], [0.2, -0.4, -0.4], [0.0, 0.0, 0.0], [0.0, 0.1, 0.1], [-0.3, -0.5, -0.1], [0.0, 0.0, 0.1], [-0.1, 0.0, -0.1], [0.1, 0.1, -0.1], [-0.1, 0.1, 0.3], [-0.4, 1.0, -0.3], [0.0, 0.1, -0.2], [0.2, -0.4, -0.4], [-0.1, 0.0, 0.8], [0.0, 0.1, -0.4], [0.4, -0.5, 0.2], [-0.1, -0.1, 0.1], [0.0, 0.2, 0.1]], "lowdin_charge": [-0.28, 0.00, -0.19, 0.08, 0.12, 0.11, 0.06, 0.08, 0.13, 0.12, 0.12, 0.07, 0.14, 0.10, -0.76, 0.03, -0.08, 0.08, 0.08]}

[3]
{"formula": "C3H11N3O2", "method": "ωB97M-V with the def2-TZVPD basis set", "orbital_gap_ev": 8.82, "e_above_lowest_kcal_mol": 186.7, "homo_energy_ev": -8.173, "smiles": "[H]/N=C(/C)N(C)O.NO", "species": ["C", "N", "O", "H", "H", "H", "H", "H", "C", "N", "C", "O", "N", "H", "H", "H", "H", "H", "H"], "xyz": [[0.940, -1.202, -1.673], [-0.062, -0.438, -0.966], [-0.992, -1.399, -0.369], [-1.849, -1.128, -0.750], [-1.253, 1.345, -0.550], [0.508, -1.810, -2.482], [1.484, -1.881, -1.003], [1.645, -0.500, -2.128], [1.007, -0.053, 1.500], [-1.477, 1.219, 0.464], [0.486, 0.685, 0.300], [-1.997, 0.404, 1.511], [1.137, 1.708, -0.128], [-1.928, -0.511, 1.128], [-1.807, 2.153, 0.728], [0.706, 2.086, -0.975], [2.095, -0.095, 1.438], [0.735, 0.487, 2.411], [0.621, -1.071, 1.546]], "forces_ev_per_a": [[0.6, 0.0, 0.5], [-1.0, 1.9, 1.4], [-0.2, 0.5, -0.2], [0.6, -0.3, -0.1], [-1.8, -2.6, 0.3], [-0.2, 0.3, 0.3], [0.1, 0.0, -0.1], [-0.1, 0.0, 0.2], [-0.8, -0.1, 0.3], [0.8, 3.4, 1.3], [2.9, -0.9, -2.6], [-0.7, -1.7, -2.1], [-1.2, -0.6, 0.2], [0.2, 0.7, 0.6], [0.6, -0.4, 0.3], [0.4, -0.1, -0.2], [-0.1, 0.1, -0.2], [0.0, -0.2, -0.1], [-0.1, 0.1, 0.1]], "lowdin_charge": [-0.12, -0.18, -0.12, 0.10, 0.12, 0.08, 0.08, 0.08, -0.05, -0.05, -0.42, -0.06, 0.06, 0.09, 0.12, 0.03, 0.09, 0.08, 0.07]}

[4]
{"formula": "C3H11N3O2", "method": "ωB97M-V with the def2-TZVPD basis set", "orbital_gap_ev": [6.08, 7.91], "e_above_lowest_kcal_mol": 127.5, "homo_energy_ev": [-7.849, -8.821], "species": ["C", "C", "N", "N", "H", "H", "H", "H", "H", "H", "H", "H", "C", "N", "O", "O", "H", "H", "H"], "xyz": [[-1.059, 0.062, 1.854], [-2.119, -0.433, -0.274], [-1.167, 0.349, 0.452], [0.629, -0.813, -0.022], [0.428, -1.534, -0.709], [1.284, -1.147, 0.682], [-0.130, 0.482, 2.237], [-1.154, -0.995, 2.128], [-1.874, 0.649, 2.312], [-2.181, -1.485, 0.030], [-1.925, -0.336, -1.341], [-3.092, 0.052, -0.081], [1.222, 0.441, -0.809], [2.221, -0.041, -1.751], [1.858, 1.200, 0.245], [0.243, 1.064, -1.389], [1.390, 2.045, 0.228], [2.317, 0.629, -2.503], [3.109, -0.190, -1.287]], "forces_ev_per_a": [[-0.2, 0.2, 0.2], [-0.1, 0.0, 0.0], [0.9, -0.8, 0.1], [0.1, 1.8, -0.9], [0.0, -0.1, 0.1], [-0.2, -0.1, 0.1], [0.0, -0.1, 0.0], [-0.1, 0.1, 0.0], [0.0, -0.2, 0.0], [0.0, 0.1, 0.0], [0.1, 0.0, 0.0], [0.1, -0.1, 0.0], [-0.7, 0.2, -0.1], [-0.2, -0.6, 0.4], [-0.2, -0.3, 0.1], [0.5, -0.3, 0.0], [0.0, -0.1, -0.1], [0.0, 0.0, 0.2], [0.0, 0.1, -0.1]], "lowdin_charge": [-0.14, -0.13, 0.00, 0.15, 0.10, 0.10, 0.08, 0.08, 0.10, 0.08, 0.08, 0.11, -0.82, 0.09, -0.03, -0.09, 0.09, 0.08, 0.07]}

[5]
{"formula": "C3H11N3S", "method": "ωB97M-V with the def2-TZVPD basis set", "orbital_gap_ev": 9.14, "e_above_lowest_kcal_mol": 15.3, "homo_energy_ev": -8.568, "smiles": "N=C(N)N.CSC", "species": ["N", "C", "N", "N", "H", "H", "H", "H", "H", "C", "S", "C", "H", "H", "H", "H", "H", "H"], "xyz": [[1.265, 1.622, -0.522], [0.617, 1.327, -1.789], [1.388, 0.785, -2.822], [-0.652, 1.521, -1.901], [0.832, 1.187, 0.263], [2.271, 1.363, -0.554], [1.999, 0.078, -2.495], [0.773, 0.450, -3.617], [-0.903, 2.314, -1.278], [-1.557, -0.929, 0.466], [-1.511, -2.139, 1.835], [-0.136, -1.439, 2.823], [-0.620, -1.000, -0.108], [-1.883, 0.033, 0.871], [-2.328, -1.260, -0.211], [0.007, -2.053, 3.702], [0.781, -1.455, 2.217], [-0.342, -0.405, 3.120]], "forces_ev_per_a": [[1.9, -0.3, -2.5], [-1.2, -0.1, 1.6], [-1.9, 0.2, -0.5], [1.0, 1.2, -0.5], [-0.6, -0.2, 0.3], [-1.0, 0.4, 0.2], [0.8, -0.8, 0.1], [1.0, 0.7, 1.4], [-0.1, -1.2, 0.0], [0.1, -0.7, 0.5], [0.3, 0.3, 0.1], [-0.1, 0.2, -0.9], [-0.3, 0.7, 0.4], [0.6, 0.1, -0.4], [-0.3, -0.2, -0.2], [0.0, -0.1, 0.1], [-0.2, 0.0, 0.2], [-0.1, -0.2, 0.0]], "lowdin_charge": [0.09, -0.60, 0.10, 0.07, 0.05, 0.08, 0.06, 0.12, 0.05, -0.44, 0.70, -0.43, 0.03, 0.04, 0.02, 0.02, 0.03, 0.03]}

[6]
{"formula": "C3H11N4", "method": "ωB97M-V with the def2-TZVPD basis set", "orbital_gap_ev": 9.25, "e_above_lowest_kcal_mol": 21.4, "charge": 1, "homo_energy_ev": -12.402, "species": ["N", "C", "N", "H", "H", "H", "H", "H", "C", "N", "C", "N", "H", "H", "H", "H", "H", "H"], "xyz": [[0.387, -2.450, -0.237], [0.702, -1.729, -1.295], [0.428, -2.089, -2.527], [-0.351, -3.123, -0.372], [0.742, -2.126, 0.644], [1.367, -0.887, -1.191], [0.761, -1.565, -3.318], [-0.294, -2.772, -2.683], [0.065, 2.372, 2.275], [0.041, 2.013, 0.865], [-0.897, 1.196, 0.359], [-0.690, 0.454, -0.692], [0.676, 3.253, 2.447], [-0.951, 2.580, 2.604], [0.472, 1.549, 2.866], [0.922, 1.883, 0.389], [-1.773, 1.072, 1.001], [-1.607, 0.370, -1.136]], "forces_ev_per_a": [[0.0, 0.8, -1.3], [1.1, -0.2, -0.2], [-0.7, 0.0, 0.5], [0.1, -0.3, 0.8], [-0.5, -0.3, 0.3], [0.0, 0.0, 0.2], [-0.1, 0.2, 0.0], [0.0, -0.2, -0.3], [0.1, -0.2, 0.1], [0.1, -0.7, 0.0], [0.6, -0.8, 0.2], [-0.5, 1.4, -0.1], [0.0, 0.1, -0.1], [0.0, 0.0, 0.0], [0.0, 0.1, 0.2], [0.2, 0.4, 0.0], [-0.4, 0.7, -0.4], [0.1, -0.9, 0.2]], "lowdin_charge": [0.19, -0.23, 0.20, 0.14, 0.13, 0.14, 0.14, 0.14, -0.07, -0.04, -0.31, 0.02, 0.09, 0.09, 0.08, 0.13, 0.13, 0.05]}

[7]
{"formula": "C3H11N4", "method": "ωB97M-V with the def2-TZVPD basis set", "orbital_gap_ev": 8.58, "e_above_lowest_kcal_mol": 62.8, "charge": 1, "homo_energy_ev": -12.463, "species": ["C", "C", "C", "N", "N", "N", "N", "H", "H", "H", "H", "H", "H", "H", "H", "H", "H", "H"], "xyz": [[2.779, 0.198, -0.450], [-1.223, -0.812, 0.178], [-0.794, 0.532, -0.096], [2.944, -0.785, 0.337], [-2.603, -1.045, 0.262], [-1.788, 1.480, -0.141], [0.513, 0.870, -0.208], [2.402, 0.067, -1.463], [-0.723, -1.456, -0.545], [-0.864, -1.206, 1.226], [3.017, -1.740, -0.004], [-3.154, -1.104, 1.184], [-3.261, -1.124, -0.492], [-1.614, 2.414, -0.332], [-2.693, 1.352, 0.108], [3.381, -0.640, 1.326], [2.870, 1.271, -0.288], [0.811, 1.729, -0.599]], "forces_ev_per_a": [[-2.6, 1.2, -1.6], [0.4, -3.2, 2.7], [2.3, 5.4, -0.1], [2.9, -0.3, 3.1], [-3.5, -0.3, 2.2], [3.3, -1.4, -0.7], [-2.1, -2.9, 0.1], [0.6, -0.8, 0.1], [0.0, -0.2, -0.1], [0.1, 1.1, -2.0], [-0.4, 0.2, 0.0], [2.0, 0.2, -2.0], [0.6, 0.1, -0.5], [1.0, 1.7, -0.4], [-3.0, -1.5, 0.8], [-1.3, -0.3, -2.4], [0.6, -0.5, 1.1], [-0.9, 1.4, -0.1]], "lowdin_charge": [0.03, -0.27, -0.39, 0.13, -0.02, 0.19, 0.07, 0.11, 0.12, 0.17, 0.15, 0.14, 0.08, 0.09, 0.06, 0.20, 0.11, 0.03]}

[8]
{"formula": "C3H11N4", "method": "ωB97M-V with the def2-TZVPD basis set", "orbital_gap_ev": 8.51, "e_above_lowest_kcal_mol": 21.9, "charge": 1, "homo_energy_ev": -12.259, "species": ["N", "C", "N", "H", "H", "H", "H", "H", "C", "N", "C", "N", "H", "H", "H", "H", "H", "H"], "xyz": [[-1.101, 0.064, -1.658], [0.045, 0.589, -1.972], [0.300, 1.412, -2.962], [-1.963, 0.276, -2.131], [-1.174, -0.488, -0.811], [0.896, 0.348, -1.349], [1.240, 1.726, -3.113], [-0.356, 1.539, -3.718], [0.978, 0.569, 1.263], [0.442, -0.780, 1.321], [-0.503, -1.192, 2.221], [-0.883, -2.406, 2.235], [1.959, 0.543, 0.794], [0.335, 1.232, 0.678], [1.062, 1.011, 2.256], [1.066, -1.509, 1.006], [-0.856, -0.406, 2.892], [-1.486, -2.529, 3.048]], "forces_ev_per_a": [[-0.2, 0.0, 0.2], [0.7, 0.2, 0.1], [-0.5, -0.5, -0.2], [-0.1, 0.1, -0.2], [0.2, -0.1, 0.0], [-0.1, -0.1, 0.2], [0.2, 0.1, 0.0], [-0.1, 0.3, 0.0], [-0.4, -0.1, 0.3], [0.6, 0.3, -1.1], [-0.1, -0.5, 0.2], [0.0, 0.5, 0.6], [0.1, 0.0, 0.1], [0.0, 0.1, 0.0], [0.2, 0.0, 0.0], [-0.2, -0.1, 0.1], [0.0, 0.0, 0.0], [-0.2, -0.2, -0.3]], "lowdin_charge": [0.22, -0.18, 0.21, 0.15, 0.13, 0.14, 0.14, 0.14, -0.12, -0.09, -0.35, 0.08, 0.09, 0.06, 0.09, 0.13, 0.13, 0.05]}